[1]
DFT (wB97M-V/def2-TZVPD) results for the ion C5H11N2S with charge +1 in a non-equilibrium geometry.

Cartesian coordinates (Å):
C1 -0.047 1.361 -0.451
C2 1.566 -1.214 -0.119
C3 0.137 -1.106 -0.617
C4 2.425 -0.239 -0.758
C5 -1.775 0.215 0.554
N1 -0.637 0.176 -0.251
N2 -0.496 2.525 -0.024
S1 3.482 0.564 0.316
H1 1.614 -1.295 0.972
H2 1.829 -2.305 -0.502
H3 0.125 -1.132 -1.700
H4 -0.518 -1.932 -0.246
H5 2.459 -0.328 -1.790
H6 -2.685 0.373 -0.002
H7 -2.043 -0.646 1.167
H8 -1.756 0.962 1.303
H9 0.216 3.232 -0.038
H10 -1.325 2.509 0.640
H11 2.546 0.285 1.367

Values from the calculation:
- Strongest force on any atom: 0.0699 Eh/bohr
- Calculated total energy: -19168.3825 eV
- Relative energy (zero: lowest compared OMol25 entry of this formula, charge and spin): 434.5 kJ/mol
- Net charge: +1
- M: 131.224 g/mol

[2]
DFT (wB97M-V/def2-TZVPD) results for a structure of composition C27H25F10N5OSbSe4V.

Cartesian coordinates (Å):
V1 -0.472 -0.392 0.647
C1 1.714 -2.570 0.263
N1 0.696 -2.048 1.197
C2 -0.201 -3.166 1.647
C3 -1.611 -2.896 1.159
N2 -1.820 -1.468 1.385
C4 -2.991 -0.946 1.910
C5 -3.905 -1.598 2.737
F1 -3.711 -2.875 3.098
C6 -5.028 -0.956 3.228
F2 -5.875 -1.622 4.011
C7 -5.264 0.377 2.945
F3 -6.333 0.991 3.447
C8 -4.367 1.066 2.150
F4 -4.554 2.353 1.882
C9 -3.276 0.393 1.651
F5 -2.424 1.056 0.829
C10 1.365 -1.397 2.358
C11 0.444 -0.485 3.173
N3 -0.166 0.528 2.312
C12 -0.565 1.744 2.854
C13 -0.695 2.873 2.035
F6 -0.416 2.771 0.726
C14 -1.134 4.095 2.508
F7 -1.244 5.129 1.679
C15 -1.449 4.247 3.845
F8 -1.857 5.422 4.311
C16 -1.340 3.157 4.686
F9 -1.664 3.276 5.972
C17 -0.924 1.934 4.193
F10 -0.917 0.900 5.048
H1 2.361 -3.283 0.781
H2 1.220 -3.063 -0.570
H3 2.321 -1.756 -0.117
H4 0.192 -4.112 1.275
H5 -0.192 -3.198 2.736
H6 -1.705 -3.109 0.088
H7 -2.323 -3.524 1.688
H8 1.782 -2.152 3.033
H9 2.195 -0.813 1.964
H10 -0.298 -1.068 3.728
H11 1.093 -0.018 3.922
C18 0.620 -0.403 -4.828
C19 1.470 0.797 -4.444
N4 2.894 0.471 -4.327
C20 3.579 0.056 -5.556
C21 3.939 -1.421 -5.550
C22 3.686 0.711 -3.259
O1 4.906 0.598 -3.298
C23 3.072 1.071 -1.930
C24 3.714 2.017 -1.143
C25 3.231 2.259 0.127
C26 2.135 1.544 0.574
N5 1.504 0.626 -0.166
C27 1.987 0.399 -1.397
H12 -0.434 -0.120 -4.859
H13 0.724 -1.209 -4.099
H14 0.891 -0.793 -5.810
H15 1.118 1.215 -3.507
H16 1.366 1.586 -5.196
H17 4.482 0.657 -5.660
H18 2.916 0.293 -6.389
H19 4.616 -1.638 -4.724
H20 4.441 -1.690 -6.480
H21 3.049 -2.043 -5.450
H22 4.588 2.526 -1.528
H23 3.692 2.990 0.778
H24 1.738 1.708 1.564
H25 1.483 -0.362 -1.978
Se1 -3.552 -2.262 -4.091
Sb1 -3.849 -1.033 -2.075
Se2 -4.893 1.012 -1.489
Se3 -4.623 -2.893 -0.621
Se4 -1.147 -0.467 -1.606

Values from the calculation:
- Strongest force on any atom: 0.0152 Eh/bohr
- Multiplicity: 3
- Calculated total energy: -358687.0480 eV
- Relative energy (zero: lowest compared OMol25 entry of this formula, charge and spin): 0.0 kJ/mol
- M: 1114.055 g/mol

[3]
DFT (wB97M-V/def2-TZVPD) results for an isolated molecule of C5H4N2.

Cartesian coordinates (Å):
C1 2.825 0.067 -0.135
C2 1.635 0.126 0.026
C3 0.214 0.076 0.099
C4 -0.631 -0.962 -0.239
C5 -1.923 -0.429 -0.082
N1 -1.889 0.833 0.329
N2 -0.590 1.120 0.434
H1 3.869 -0.012 -0.340
H2 -0.328 -1.947 -0.559
H3 -2.874 -0.912 -0.263
H4 -0.309 2.041 0.731

Values from the calculation:
- Strongest force on any atom: 0.0064 Eh/bohr
- Calculated total energy: -8227.6438 eV
- SMILES string: C#Cc1ccn[nH]1
- Relative energy (zero: lowest compared OMol25 entry of this formula, charge and spin): 178.5 kJ/mol
- M: 92.101 g/mol

[4]
DFT (wB97M-V/def2-TZVPD) results for a structure of composition C22H19MnN3O7P2S in a non-equilibrium geometry.

Cartesian coordinates (Å):
Mn1 0.005 -0.286 -0.437
C1 0.996 -4.482 3.072
C2 1.922 -3.783 2.310
C3 1.505 -3.045 1.215
C4 0.156 -3.053 0.890
C5 -0.788 -3.734 1.645
C6 -0.353 -4.452 2.748
N1 -0.282 -2.284 -0.233
N2 -1.095 -2.842 -0.992
C7 -1.550 -1.976 -2.010
C8 -2.404 -2.486 -2.982
C9 -2.810 -1.647 -4.005
C10 -2.354 -0.334 -4.046
C11 -1.505 0.169 -3.068
C12 -1.099 -0.651 -2.020
H1 1.327 -5.040 3.938
H2 2.969 -3.796 2.579
H3 2.202 -2.461 0.631
H4 -1.837 -3.652 1.405
H5 -1.075 -4.971 3.362
H6 -2.729 -3.514 -2.921
H7 -3.474 -2.013 -4.775
H8 -2.664 0.308 -4.861
H9 -1.158 1.192 -3.136
C13 -2.256 2.316 -0.462
C14 -0.801 2.640 -0.522
C15 -0.429 3.996 -0.303
C16 0.873 4.369 -0.344
C17 1.860 3.407 -0.678
C18 3.233 3.713 -0.810
C19 4.123 2.740 -1.182
C20 3.678 1.436 -1.451
C21 2.350 1.107 -1.317
S1 1.723 -0.478 -1.685
C22 1.423 2.098 -0.909
N3 0.110 1.725 -0.781
H10 -2.792 3.062 -1.050
H11 -2.610 2.384 0.567
H12 -2.487 1.323 -0.831
H13 -1.211 4.708 -0.078
H14 1.171 5.390 -0.145
H15 3.564 4.724 -0.619
H16 5.175 2.969 -1.280
H17 4.388 0.682 -1.761
O1 -2.419 1.165 2.649
P1 -1.920 -0.274 2.188
O2 -2.826 -1.353 2.560
O3 -1.524 -0.155 0.699
O4 -0.485 -0.378 2.937
P2 0.706 0.580 2.433
O5 1.879 0.306 3.465
O6 0.243 1.991 2.412
O7 1.185 -0.047 1.135
H18 -1.660 1.780 2.634
H19 1.831 0.908 4.218

Values from the calculation:
- Strongest force on any atom: 0.0198 Eh/bohr
- Multiplicity: 2
- Calculated total energy: -102665.1253 eV
- Relative energy (zero: lowest compared OMol25 entry of this formula, charge and spin): 0.0 kJ/mol
- M: 586.361 g/mol